CH2O4S | wB97M-V/def2-TZVPD

Cartesian coordinates (Å):
C 1.06026 -1.37164 -0.01442
O 2.02258 -1.75889 0.50687
O -0.95691 0.37994 -1.18554
O -2.56000 -0.19876 0.53378
O -0.12850 -1.20475 0.63897
S -1.19972 -0.02819 0.17257
H 1.11859 -0.73727 -0.93363
H -0.50582 0.88626 0.88916

Output
Maximum force, eV Å⁻¹: 4.11
Kohn-Sham gap, eV: 11.98
Energy relative to the best compared isomer or geometry (same formula, charge and spin), kJ/mol: 149.4
Highest occupied orbital energy, Eh: -0.433
SMILES string: O=CO[SH](=O)=O
Total energy, eV: -20092.690


C2H4ClO3PS2 | wB97M-V/def2-TZVPD

Cartesian coordinates (Å):
C 1.57676 0.11063 0.92600
C -0.32628 0.65621 -0.14021
O -1.13950 -1.76497 -0.88372
O -1.64376 -1.12944 1.53507
O -2.93808 -0.01179 -0.39186
P -1.66808 -0.58314 0.15564
S 2.85941 0.43383 -0.18315
S 0.18271 0.92303 -1.74734
Cl -0.77864 2.09324 0.78344
H 1.53250 0.75558 1.79078
H 1.40882 -0.94156 1.11848
H 1.89674 0.72199 -1.27845
H -0.96260 -1.26362 -1.68469

Output
Maximum force, eV Å⁻¹: 2.17
Kohn-Sham gap, eV: 6.33
Energy relative to the best compared isomer or geometry (same formula, charge and spin), kJ/mol: 0.0
Highest occupied orbital energy, Eh: -0.030
Total energy, eV: -51764.768
Total charge: -2


C11H14N2O | wB97M-V/def2-TZVPD

Cartesian coordinates (Å):
C 1.52917 3.16755 -0.91181
C 1.26606 2.36645 0.32935
O 0.75027 2.90018 1.29430
N 1.88358 1.11487 0.37951
H 2.45511 3.00129 -1.42074
H 1.27860 4.20935 -0.69342
H 1.62928 0.39330 1.08845
H 1.96226 0.72954 -0.55591
H 0.69644 2.92554 -1.61349
C -3.31573 -0.19556 0.70870
C -0.90916 -1.10459 0.25146
C -1.99323 -0.22536 -0.05561
C -0.04560 -1.09090 -0.89324
C -1.74719 0.27325 -1.29825
C -0.60614 -1.93454 1.35807
C 1.25498 -1.59615 -0.81127
C 0.66921 -2.56565 1.34830
C 1.60564 -2.30186 0.35740
N -0.60973 -0.25941 -1.87829
H -1.17233 -2.05995 2.27530
H -4.09972 -0.60531 0.05174
H -3.68197 0.74273 1.11899
H -2.29091 1.04661 -1.83634
H -0.30638 -0.03963 -2.79779
H 1.93500 -1.79738 -1.73571
H 1.07428 -3.03578 2.24816
H 2.60218 -2.74764 0.43697
H -3.37000 -0.96614 1.45820

Output
Maximum force, eV Å⁻¹: 3.44
Spin multiplicity: 2
Kohn-Sham gap (spin up / spin down), eV: 3.17 / 6.56
Energy relative to the best compared isomer or geometry (same formula, charge and spin), kJ/mol: 80.0
Highest occupied orbital energy (spin up / spin down), Eh: 0.013 / -0.116
Total energy, eV: -16661.005
Total charge: -1


C2H8N3O2 | wB97M-V/def2-TZVPD

Cartesian coordinates (Å):
C 2.64508 0.04065 0.03092
C 1.17290 0.23110 0.63908
N 0.33216 0.94675 -0.20679
N -2.06539 -0.08533 -0.65680
N -0.60947 1.25938 -0.75040
O -1.50620 -1.23576 -0.13183
O -3.28313 0.22662 0.05976
H 3.02290 -0.99080 -0.13179
H 2.63034 0.51240 -1.02753
H 3.27349 0.68096 0.65436
H 0.74713 -0.69742 0.71771
H 1.25120 0.69934 1.60885
H -2.23278 -1.94480 -0.04244
H -2.47211 -0.23470 -1.63230
H -2.90613 0.59161 0.86921

Output
Maximum force, eV Å⁻¹: 4.03
Kohn-Sham gap, eV: 9.86
Energy relative to the best compared isomer or geometry (same formula, charge and spin), kJ/mol: 682.2
Highest occupied orbital energy, Eh: -0.537
Total energy, eV: -10756.593
Total charge: +1


C36H73BBr3IN4O11PS | wB97M-V/def2-TZVPD

Cartesian coordinates (Å):
C -0.01840 3.40324 1.52269
O -1.17876 2.51150 1.83778
C -2.18530 2.88667 0.82180
C -3.36291 1.76000 0.59103
C -2.78841 0.44060 -0.23757
C -2.74283 0.76171 -1.84675
C -3.56457 -0.46663 -2.61119
C -2.76952 -0.80205 -4.00556
C -1.67673 -2.02885 -3.89809
C -0.64651 -1.91340 -2.62126
C 0.55684 -0.76156 -2.77215
I 0.71071 0.49565 -4.61023
C 1.66468 -0.57816 -1.54943
C 2.84826 0.56694 -1.80024
O 2.43067 1.83106 -1.87143
O 4.21208 0.06221 -1.97546
C 5.24578 1.05099 -1.65042
Br 5.08406 1.85881 0.19250
C 5.47448 2.19833 -2.84324
C 4.82291 1.76552 -4.29116
Br 4.93220 4.05727 -2.23777
C 1.54913 -1.54067 -0.22841
P 2.86005 -1.35949 1.15764
S 4.49214 -2.27881 0.50300
C 0.29932 -2.65216 -0.20132
C 0.21523 -3.64723 1.12380
B 1.05495 -5.06468 0.81699
O 2.52097 -5.03685 0.55027
O 0.40727 -6.39641 0.83498
N -0.70941 -2.78908 -1.36143
Br -2.05513 -4.13950 -1.22972
H 0.70966 2.91289 0.73494
H 0.53935 3.60527 2.54600
H -0.39904 4.46966 1.15485
H -1.63488 3.09001 -0.20606
H -2.73322 3.88278 1.14696
H -4.28197 2.21277 0.00280
H -3.77898 1.32488 1.61669
H -3.53607 -0.44752 0.03592
H -1.72398 0.08474 0.14876
H -3.29349 1.79806 -2.06425
H -1.65763 0.88053 -2.28697
H -4.60956 0.00359 -2.91567
H -3.76099 -1.38955 -1.91765
H -2.33965 0.20291 -4.42502
H -3.59394 -1.15798 -4.79175
H -1.01005 -2.03013 -4.88845
H -2.29421 -3.02985 -3.93918
H 6.27735 0.44917 -1.62851
H 6.65095 2.27695 -3.03091
H 5.27514 0.74486 -4.69020
H 5.02707 2.62605 -5.08149
H 3.63790 1.66698 -4.24073
H 3.08523 0.06505 1.38621
H 2.46568 -1.90817 2.43537
H 0.73916 -3.18978 2.08219
H -0.89924 -3.87957 1.45848
H 2.71235 -4.77312 -0.40263
H 0.63221 -6.81876 -0.04965
C 0.94599 -3.21283 -5.97517
O -0.08373 -2.91402 -6.90799
C 0.29816 -1.91255 -7.85946
C 0.39250 -2.52423 -9.26623
N 1.54553 -3.42398 -9.37503
C 1.55514 -4.21710 -10.60793
C 0.42242 -5.24750 -10.79030
O 0.47275 -6.32973 -9.85879
C -0.19118 -6.07706 -8.62775
H 0.53752 -3.89219 -5.22200
H 1.78337 -3.71115 -6.46947
H 1.29222 -2.30510 -5.47175
H 1.22970 -1.40709 -7.57821
H -0.49833 -1.16021 -7.85973
H 0.49063 -1.71988 -10.00311
H -0.54103 -3.06030 -9.46027
H 1.54332 -4.06244 -8.58338
H 2.50822 -4.76015 -10.62152
H 1.56874 -3.54007 -11.46964
H 0.55678 -5.70210 -11.77890
H -0.57042 -4.78585 -10.80687
H -1.05361 -5.41431 -8.74390
H 0.50977 -5.66713 -7.90137
H -0.54381 -7.03488 -8.23346
C -5.88766 3.49443 3.02154
O -5.03043 2.70058 3.83067
C -4.56131 3.39349 4.99424
C -5.14629 2.75610 6.26451
N -6.58364 3.02496 6.37688
C -7.24342 2.25081 7.43259
C -7.29384 0.71979 7.25515
O -8.10655 0.29329 6.16013
C -7.42997 0.24123 4.91128
H -6.10396 2.93801 2.10542
H -6.83179 3.69128 3.53509
H -5.40409 4.43720 2.74839
H -4.77324 4.46844 4.95034
H -3.47257 3.27241 5.01373
H -4.63246 3.16368 7.14168
H -4.95253 1.68056 6.21775
H -7.03196 2.80538 5.49079
H -8.27624 2.61645 7.48777
H -6.77630 2.48690 8.39548
H -7.76802 0.30699 8.15338
H -6.29808 0.26656 7.20862
H -6.37109 -0.01180 5.01739
H -7.54501 1.18723 4.38321
H -7.90892 -0.53090 4.30164
C 2.66694 2.35210 7.94095
O 3.87105 3.09139 7.78821
C 5.03844 2.33451 8.13234
C 5.89411 2.07884 6.88153
N 5.23813 1.12815 5.97778
C 5.88532 1.02483 4.66644
C 5.85656 2.27726 3.76720
O 4.54846 2.63145 3.31456
C 3.82446 3.46848 4.20637
H 1.82620 3.03073 7.77276
H 2.61117 1.54676 7.20462
H 2.58538 1.94339 8.95266
H 4.78921 1.39857 8.64640
H 5.61700 2.95012 8.82998
H 6.86625 1.67655 7.18598
H 6.05648 3.04044 6.38609
H 4.27317 1.41688 5.83695
H 5.37528 0.21496 4.13031
H 6.92404 0.70335 4.80362
H 6.42735 2.03719 2.86242
H 6.36382 3.13517 4.22084
H 4.47504 4.14146 4.77238
H 3.22155 2.86292 4.88225
H 3.13480 4.07552 3.61216

Output
Maximum force, eV Å⁻¹: 8.78
Kohn-Sham gap, eV: 4.90
Energy relative to the best compared isomer or geometry (same formula, charge and spin), kJ/mol: 774.4
Highest occupied orbital energy, Eh: -0.365
Total energy, eV: -306002.866
Total charge: +1